[1]
Formula: C30H39KN10PS
Source: the Open Molecules 2025 dataset
Level of theory: the ωB97M-V functional and the def2-TZVPD basis

Total energy in eV: -83094.6434
Gap between HOMO and LUMO in eV: 6.387
Total charge: -1
Multiplicity: 1
E_HOMO in eV: -4.3

Cartesian coordinates (Å):
1 K -0.77403 0.12354 -0.83862
2 N -3.53713 1.04704 -2.08272
3 C -4.13593 1.97864 -1.15852
4 C -3.13233 3.06814 -0.77202
5 N -1.97913 2.47644 -0.13372
6 C -1.25673 3.30774 0.80088
7 C 0.22807 3.37234 0.44168
8 N 0.78537 2.03634 0.41498
9 H -3.72973 1.29734 -3.04372
10 H -3.87423 0.09964 -1.93162
11 H -4.41523 1.43804 -0.24862
12 H -5.04813 2.46474 -1.55362
13 H -3.63903 3.79514 -0.10902
14 H -2.80323 3.59784 -1.67502
15 H -2.24453 1.60854 0.31058
16 H -1.33983 2.91274 1.82308
17 H -1.66913 4.32444 0.79878
18 H 0.72467 4.04414 1.17018
19 H 0.34257 3.81444 -0.55392
20 H 0.50047 1.51974 1.24028
21 H 1.79817 2.06244 0.39718
22 N -2.67013 -4.23776 -1.40632
23 C -2.80743 -2.89476 -1.71612
24 S -4.07903 -2.06096 -0.98952
25 N -2.07153 -2.47316 -2.70822
26 N -1.67613 -1.24616 -2.88792
27 C -1.48893 -0.79926 -4.08712
28 C -0.91133 0.48344 -4.32312
29 C -0.79393 0.96764 -5.64412
30 C -0.28123 2.22324 -5.86612
31 C 0.10867 2.99054 -4.77142
32 C 0.00027 2.41614 -3.51372
33 N -0.47623 1.21314 -3.28512
34 H -3.07183 -4.48146 -0.51322
35 H -1.74953 -4.61606 -1.57132
36 H -1.78623 -1.38286 -4.96672
37 H -1.10343 0.34334 -6.47092
38 H -0.18013 2.60974 -6.87382
39 H 0.49657 3.99044 -4.89952
40 H 0.32857 2.95444 -2.63532
41 N 3.24767 -3.19926 8.94038
42 C 2.84157 -2.82496 7.93288
43 C 2.32487 -2.38116 6.69958
44 C 2.68217 -1.13296 6.18568
45 C 2.14597 -0.69136 4.99088
46 C 1.25727 -1.49286 4.27908
47 C 0.92717 -2.74966 4.78948
48 C 1.44007 -3.19496 5.98628
49 C 0.59847 -1.09316 3.01028
50 C 1.07517 -1.73916 1.86808
51 C 2.22977 -2.58806 1.84058
52 C 2.22347 -3.20116 0.61548
53 C 1.07937 -2.69866 -0.05412
54 N 0.42147 -1.81376 0.66108
55 C -0.54273 -0.30696 3.16158
56 C -1.09113 0.07654 4.42878
57 C -2.25533 0.73904 4.15858
58 C -2.36453 0.74784 2.74708
59 N -1.35923 0.14304 2.15188
60 H 3.37907 -0.51786 6.73778
61 H 2.42397 0.28074 4.60708
62 H 0.24637 -3.36826 4.22478
63 H 1.16267 -4.16236 6.38138
64 H 2.95497 -2.69406 2.63068
65 H 2.93137 -3.91546 0.23228
66 H 0.71927 -2.99826 -1.02242
67 H -0.67883 -0.15536 5.39418
68 H -2.93773 1.18534 4.86218
69 H -3.17663 1.18034 2.18708
70 C 3.53267 1.03254 -3.62332
71 P 2.35177 0.42834 -2.31872
72 C 1.86587 -1.11506 -3.19132
73 C 3.62047 -0.26006 -1.15962
74 H 4.25557 0.26094 -3.89252
75 H 4.06507 1.90914 -3.25902
76 H 2.95847 1.31894 -4.50332
77 H 2.70487 -1.80586 -3.29052
78 H 1.48927 -0.84096 -4.17492
79 H 1.05667 -1.58286 -2.64282
80 H 4.31127 -0.94466 -1.65362
81 H 3.10417 -0.78466 -0.35942
82 H 4.18997 0.56214 -0.72622


[2]
Formula: C31H48CoN2O2PSb
Source: the Open Molecules 2025 dataset
Level of theory: the ωB97M-V functional and the def2-TZVPD basis

Total energy in eV: -93454.9147
Gap between HOMO and LUMO (alpha / beta) in eV: 7.860 / 7.710
Total charge: 0
Multiplicity: 2
E_HOMO (alpha / beta) in eV: -7.5 / -7.5

Cartesian coordinates (Å):
1 Co 1.81415 -2.28444 -1.04930
2 N 2.66495 -1.58010 -2.72881
3 N 1.77044 -0.58780 -3.20224
4 C 0.40071 -0.78738 -2.85663
5 O -0.43098 -0.16029 -3.48901
6 O 0.20536 -1.59979 -1.88174
7 H 3.55303 -1.15263 -2.48283
8 H 2.83620 -2.30715 -3.41958
9 H 1.89970 -0.30108 -4.16195
10 C 1.08981 -4.32767 1.72148
11 P 0.80288 -2.75601 0.85995
12 C -1.00295 -2.59137 0.83920
13 C 1.39034 -1.46841 1.99554
14 C 2.45605 -1.68754 2.86417
15 C 2.98216 -0.63763 3.60214
16 C 2.45537 0.63867 3.47093
17 C 1.39319 0.86453 2.60597
18 C 0.86123 -0.18328 1.86963
19 H 2.15796 -4.52175 1.79814
20 H 0.63936 -5.13182 1.13841
21 H 0.63842 -4.31137 2.71391
22 H -1.41570 -2.59113 1.84818
23 H -1.41956 -3.42285 0.26858
24 H -1.26821 -1.67463 0.31082
25 H 2.89623 -2.67291 2.95606
26 H 3.81468 -0.81657 4.27031
27 H 2.87668 1.45905 4.03773
28 H 0.98244 1.86068 2.49565
29 H 0.03848 -0.00073 1.18402
30 C -2.32712 2.15597 2.34320
31 C -3.34415 1.65727 1.31458
32 C -3.78568 0.25509 1.74637
33 C -4.54461 2.59875 1.34515
34 Sb -2.25221 1.30870 -0.59191
35 C -3.82842 0.49656 -1.91717
36 C -5.26057 0.85912 -1.54230
37 C -3.58723 0.92192 -3.36313
38 C -3.64225 -1.02088 -1.81897
39 C -1.80665 3.32366 -1.36943
40 C -3.00924 4.24468 -1.53665
41 C -0.80984 3.94222 -0.38631
42 C -1.08427 3.16545 -2.70981
43 H -2.75331 2.06224 3.34973
44 H -2.08067 3.20779 2.19633
45 H -1.40022 1.57790 2.32633
46 H -4.26401 0.30468 2.73228
47 H -2.93222 -0.42311 1.82810
48 H -4.50253 -0.19134 1.05470
49 H -4.91868 2.66300 2.37538
50 H -5.36805 2.25660 0.72382
51 H -4.28519 3.60974 1.03396
52 H -5.43469 1.93662 -1.57059
53 H -5.54398 0.48966 -0.55693
54 H -5.94098 0.39593 -2.26804
55 H -3.79534 1.98323 -3.50939
56 H -4.27771 0.36441 -4.00860
57 H -2.57232 0.70152 -3.69167
58 H -3.81426 -1.38770 -0.80262
59 H -2.63734 -1.31774 -2.12583
60 H -4.36497 -1.52066 -2.47581
61 H -3.45188 4.51298 -0.57736
62 H -3.78768 3.79555 -2.15688
63 H -2.69675 5.17759 -2.02294
64 H -1.23871 4.11225 0.60077
65 H -0.47528 4.91300 -0.77132
66 H 0.07619 3.31214 -0.26863
67 H -1.76304 2.90963 -3.52004
68 H -0.30921 2.39667 -2.67906
69 H -0.60814 4.11941 -2.96784
70 C 5.98897 0.35344 1.08016
71 C 4.71423 0.62860 0.53777
72 C 3.92806 -0.39518 0.09371
73 C 4.35846 -1.74960 0.15343
74 C 3.50731 -2.81353 -0.29708
75 C 4.00045 -4.09348 -0.18784
76 C 5.28493 -4.36903 0.33971
77 C 6.08610 -3.35631 0.77988
78 C 5.63873 -2.01432 0.70049
79 C 6.43501 -0.93416 1.15988
80 H 6.60801 1.16714 1.43616
81 H 4.35706 1.64929 0.48723
82 H 2.93462 -0.16626 -0.28875
83 H 3.39196 -4.93644 -0.50547
84 H 5.62946 -5.39494 0.39736
85 H 7.06652 -3.56136 1.19371
86 H 7.41092 -1.15102 1.57944


[3]
Formula: C42H45IN3OP2SSiTl
Source: the Open Molecules 2025 dataset
Level of theory: the ωB97M-V functional and the def2-TZVPD basis

Total energy in eV: -100875.4062
Gap between HOMO and LUMO in eV: 5.766
Total charge: +2
Multiplicity: 1
E_HOMO in eV: -12.6

Cartesian coordinates (Å):
1 Tl -0.00198 -0.01699 0.04121
2 C -0.14865 -0.96943 3.43973
3 N 0.60968 0.03147 4.08874
4 C 1.23188 1.04309 3.30265
5 P 2.15263 0.47778 1.77724
6 C 3.33934 1.84431 1.64470
7 C 4.69998 1.63688 1.84706
8 C 5.56190 2.72032 1.82203
9 C 5.07617 3.99714 1.58883
10 C 3.71923 4.20002 1.38364
11 C 2.84970 3.12677 1.40297
12 C 3.03012 -1.06883 2.10061
13 C 3.41574 -1.78944 0.97073
14 C 4.03413 -3.01543 1.11411
15 C 4.24480 -3.53310 2.38446
16 C 3.86147 -2.81460 3.50738
17 C 3.25796 -1.57525 3.37687
18 C 0.57750 0.18324 5.49254
19 C 0.57217 -0.94681 6.30673
20 C 0.58830 -0.81728 7.68332
21 C 0.63437 0.43754 8.26877
22 C 0.64804 1.56450 7.46486
23 C 0.60894 1.44465 6.08546
24 P -1.57268 -0.42631 2.29654
25 C -2.30947 1.17477 2.72402
26 C -2.22863 1.75469 3.98629
27 C -2.77308 3.01270 4.18302
28 C -3.39927 3.68399 3.14333
29 C -3.52959 3.08102 1.90051
30 C -2.97909 1.83053 1.68951
31 C -2.80294 -1.70489 2.63524
32 C -4.06369 -1.39233 3.13610
33 C -4.93032 -2.41938 3.46515
34 C -4.55408 -3.74039 3.27955
35 C -3.30010 -4.04782 2.76989
36 C -2.42397 -3.03305 2.44164
37 H -0.60179 -1.63189 4.17936
38 H 0.48493 -1.57301 2.76450
39 H 1.96088 1.57197 3.92536
40 H 0.50500 1.78295 2.90925
41 H 5.07868 0.64475 2.04202
42 H 6.61755 2.57107 1.98615
43 H 5.75231 4.83713 1.55926
44 H 3.34078 5.19499 1.20610
45 H 1.79157 3.27759 1.23658
46 H 3.22861 -1.37165 -0.01010
47 H 4.35933 -3.56038 0.23981
48 H 4.72076 -4.49440 2.50433
49 H 4.04026 -3.22359 4.49068
50 H 2.97879 -1.01185 4.25498
51 H 0.57785 -1.93230 5.86605
52 H 0.58119 -1.70243 8.30074
53 H 0.66222 0.53542 9.34307
54 H 0.68512 2.54568 7.91510
55 H 0.59448 2.33991 5.48127
56 H -1.75408 1.23553 4.80540
57 H -2.71663 3.46760 5.16045
58 H -3.79882 4.67236 3.30802
59 H -4.04879 3.58260 1.09734
60 H -3.05459 1.35541 0.72040
61 H -4.35758 -0.36416 3.28645
62 H -5.90261 -2.18560 3.86990
63 H -5.24007 -4.53458 3.52708
64 H -3.00387 -5.07600 2.62622
65 H -1.44548 -3.26184 2.04119
66 C -0.54890 4.38608 -5.38072
67 Si -1.63263 3.01403 -4.63223
68 C -1.15008 1.31720 -5.34467
69 C -3.50960 3.27949 -4.79998
70 C -1.32948 3.16974 -2.73137
71 C -1.55785 4.39577 -2.12030
72 C -1.34981 4.58660 -0.75936
73 C -0.87268 3.51619 -0.03462
74 N -0.65038 2.33000 -0.58803
75 C -0.89047 2.13904 -1.89341
76 S -0.63455 0.52334 -2.47374
77 H -0.68497 4.41700 -6.45663
78 H 0.51042 4.22994 -5.19219
79 H -0.80348 5.36905 -4.99592
80 H -1.30366 1.32052 -6.42023
81 H -1.76176 0.51254 -4.94719
82 H -0.10837 1.06286 -5.17456
83 H -3.79991 3.31182 -5.84542
84 H -3.83071 4.21250 -4.34550
85 H -4.07076 2.47228 -4.33467
86 H -1.90639 5.21648 -2.72554
87 H -1.54127 5.53114 -0.27834
88 H -0.66467 3.59298 1.02320
89 N -0.31335 -3.23173 -2.13268
90 C 0.41557 -3.39455 -1.03424
91 O 0.62245 -2.49226 -0.21822
92 C 0.96425 -4.77532 -0.80567
93 I -0.47456 -5.84092 0.39954
94 H -0.70955 -2.32816 -2.35173
95 H -0.47808 -3.97906 -2.78653
96 H 1.89370 -4.72701 -0.24455
97 H 1.08239 -5.33882 -1.72640